Record 1
{"formula": "C33H28AuFN3O6PSe2", "method": "ωB97M-V with the def2-TZVPD basis set", "homo_energy_ev": -6.98, "spin_multiplicity": 1, "species": ["Au", "Se", "Se", "P", "F", "O", "O", "O", "O", "O", "O", "N", "N", "N", "C", "C", "C", "C", "C", "C", "C", "C", "C", "C", "C", "C", "C", "C", "C", "C", "C", "C", "C", "C", "C", "C", "C", "C", "C", "C", "C", "C", "C", "C", "C", "C", "C", "H", "H", "H", "H", "H", "H", "H", "H", "H", "H", "H", "H", "H", "H", "H", "H", "H", "H", "H", "H", "H", "H", "H", "H", "H", "H", "H", "H"], "positions_angstrom": [[0.638, 0.885, -1.350], [-1.126, -1.541, -1.835], [-1.404, 2.082, -1.824], [-2.284, 0.167, -2.459], [0.206, -2.563, 3.343], [-0.204, -0.865, 1.996], [4.586, -0.104, 2.299], [0.864, -0.405, 4.877], [0.595, 1.186, 2.378], [2.504, -1.921, -1.788], [2.457, 0.035, -0.638], [-2.851, -1.166, 1.578], [2.904, -1.479, 1.535], [2.734, -0.265, 3.594], [-2.005, 1.039, -6.457], [2.792, -1.169, -0.880], [-4.149, 0.816, 1.873], [0.768, -1.485, 2.741], [-5.058, -4.325, 3.193], [-4.460, -4.422, 1.944], [1.741, -1.983, 1.705], [-4.128, -2.105, 3.487], [-6.050, 1.261, -1.308], [-3.109, -0.943, -4.858], [3.659, -1.743, 0.279], [-3.597, -2.183, 2.193], [-3.124, 2.984, 2.098], [-5.515, -3.130, 5.335], [-3.229, -1.017, -6.235], [-1.887, 1.121, -5.075], [-1.744, 1.001, 1.937], [-4.892, -3.183, 3.964], [-5.948, -1.139, -1.206], [-4.010, 0.119, -1.881], [-4.727, 1.302, -1.718], [3.489, -0.521, 2.485], [-0.373, 0.527, 2.113], [-2.895, 0.191, 1.817], [-2.678, -0.023, -7.036], [-2.444, 0.134, -4.273], [-6.661, 0.041, -1.049], [-3.849, -0.944, 4.408], [-4.625, -1.101, -1.624], [-3.744, -3.356, 1.446], [-4.262, 2.178, 2.017], [-1.886, 2.394, 2.057], [1.418, -0.630, 3.847], [-4.756, -3.163, 6.120], [-0.987, 2.990, 2.130], [-3.796, -1.285, 5.440], [-3.522, -1.727, -4.236], [-3.746, -1.854, -6.686], [-4.623, -0.173, 4.354], [-2.119, -1.484, 0.960], [-6.181, -3.978, 5.482], [-1.565, 1.807, -7.080], [-3.281, -3.404, 0.468], [-5.028, 0.194, 1.758], [-6.418, -2.091, -0.997], [1.377, -2.696, 0.967], [-2.773, -0.083, -8.112], [-5.639, -5.151, 3.584], [-4.059, -2.017, -1.736], [4.613, -1.236, 0.366], [3.788, -2.815, 0.163], [-1.364, 1.948, -4.613], [-5.245, 2.630, 2.036], [-4.572, -5.321, 1.352], [3.178, 0.330, 4.282], [-7.692, 0.010, -0.719], [-3.213, 4.057, 2.195], [-6.604, 2.183, -1.184], [-2.900, -0.463, 4.177], [-6.092, -2.215, 5.481], [-4.245, 2.254, -1.906]]}

***

Record 2
{"formula": "C33H28BF3O2S", "method": "ωB97M-V with the def2-TZVPD basis set", "homo_energy_ev": -7.39, "spin_multiplicity": 1, "species": ["S", "F", "F", "F", "O", "O", "C", "C", "C", "C", "C", "C", "C", "C", "C", "C", "C", "C", "C", "C", "C", "C", "C", "C", "C", "C", "C", "C", "C", "C", "C", "C", "C", "C", "C", "C", "C", "C", "C", "B", "H", "H", "H", "H", "H", "H", "H", "H", "H", "H", "H", "H", "H", "H", "H", "H", "H", "H", "H", "H", "H", "H", "H", "H", "H", "H", "H", "H"], "positions_angstrom": [[2.336, -0.903, -1.404], [5.822, -4.777, 3.800], [5.964, -2.960, 4.959], [4.335, -4.341, 5.325], [-0.190, -0.497, 1.185], [0.286, -2.185, -0.564], [-1.115, -1.332, 5.729], [3.481, -1.977, 3.742], [-0.665, -4.524, 0.094], [-0.071, -2.234, 5.639], [2.313, -1.875, 1.532], [-1.100, -0.492, 0.180], [0.061, -2.994, 1.941], [2.376, 0.623, 0.604], [-1.335, -1.406, 3.342], [3.912, 0.962, -2.860], [-3.362, -0.447, -0.525], [-1.785, -0.944, 4.568], [-1.816, -1.873, -1.715], [-3.316, -4.356, 0.770], [3.170, 0.618, -1.624], [-1.024, -3.708, 1.194], [-3.997, -5.940, -1.075], [4.022, -3.608, 2.064], [2.112, -0.756, 0.388], [-0.309, -2.335, 3.254], [-2.360, 0.073, 0.289], [-3.090, -1.375, -1.510], [-1.592, -5.216, -0.660], [5.073, -3.786, 4.331], [0.302, -2.751, 4.424], [-2.963, -5.121, -0.349], [2.575, -1.395, 2.881], [-0.844, -1.505, -0.808], [-1.540, -0.890, 7.093], [3.098, -3.034, 1.214], [4.185, -3.111, 3.355], [3.098, 1.312, -0.440], [-2.351, -3.709, 1.558], [0.544, -1.827, 0.964], [-2.518, 0.806, 1.090], [4.383, 1.949, -2.831], [-4.064, -6.969, -0.716], [0.470, -2.554, 6.504], [0.721, -3.806, 2.267], [4.703, 0.224, -3.023], [-4.963, -5.464, -0.967], [-3.755, -5.967, -2.128], [-4.369, -0.114, -0.348], [-4.378, -4.279, 1.024], [-2.682, -3.170, 2.436], [2.185, 1.032, 1.575], [-2.647, -0.272, 4.603], [-2.539, -0.444, 7.100], [-0.838, -0.127, 7.448], [-1.476, -1.725, 7.808], [0.378, -4.597, -0.198], [3.659, -1.548, 4.720], [-1.267, -5.811, -1.523], [1.127, -3.456, 4.324], [-1.514, -2.570, -2.470], [2.959, -3.423, 0.197], [-1.803, -1.007, 2.463], [3.519, 2.294, -0.264], [4.651, -4.423, 1.722], [-3.867, -1.731, -2.148], [2.039, -0.487, 3.194], [3.250, 0.924, -3.727]]}

***

Record 3
{"formula": "C33H28BaBrN2O2PS2", "method": "ωB97M-V with the def2-TZVPD basis set", "homo_energy_ev": -0.65, "charge": -2, "spin_multiplicity": 1, "species": ["Ba", "Br", "S", "S", "P", "O", "O", "N", "N", "C", "C", "C", "C", "C", "C", "C", "C", "C", "C", "C", "C", "C", "C", "C", "C", "C", "C", "C", "C", "C", "C", "C", "C", "C", "C", "C", "C", "C", "C", "C", "C", "C", "H", "H", "H", "H", "H", "H", "H", "H", "H", "H", "H", "H", "H", "H", "H", "H", "H", "H", "H", "H", "H", "H", "H", "H", "H", "H", "H", "H"], "positions_angstrom": [[0.133, 0.249, 0.240], [-5.918, 4.846, -0.870], [0.395, -2.690, -1.509], [1.217, -1.875, 5.379], [2.941, -1.437, -1.678], [1.337, -3.836, -1.000], [1.484, 1.970, -0.751], [1.408, -1.370, -1.972], [0.540, -1.597, 2.899], [3.722, 0.059, 2.034], [0.229, 0.483, 4.191], [-0.488, 3.105, 4.606], [3.546, 1.941, -3.861], [3.997, -1.073, 2.790], [-0.421, 2.575, 3.325], [0.954, -2.910, 3.055], [5.098, 0.179, -2.392], [1.010, -3.856, 2.033], [-4.625, 2.620, 0.401], [1.974, 3.206, -1.070], [-2.472, 2.546, -1.306], [4.919, 2.126, -3.785], [2.945, 0.875, -3.208], [0.165, 0.989, 5.499], [0.604, -0.931, 4.004], [-3.454, 3.516, -1.502], [3.479, -1.314, 0.063], [1.473, -5.124, 2.332], [1.362, -3.259, 4.350], [-3.604, 1.678, 0.553], [-4.530, 3.530, -0.635], [1.827, -4.535, 4.650], [1.877, -5.467, 3.627], [3.475, -0.056, 0.672], [5.698, 1.247, -3.045], [-2.476, 1.580, -0.284], [3.732, -2.447, 0.832], [3.832, -2.878, -2.328], [3.723, -0.017, -2.479], [4.006, -2.324, 2.187], [-0.050, 1.245, 3.040], [-0.189, 2.307, 5.710], [4.164, -0.983, 3.857], [4.906, -2.822, -2.148], [1.875, 0.728, -3.227], [5.704, -0.496, -1.796], [1.539, -5.851, 1.531], [6.768, 1.398, -2.967], [4.169, -3.215, 2.782], [2.933, 2.644, -4.412], [3.365, -3.770, -1.909], [-0.675, 3.233, 2.496], [3.085, 3.264, -1.024], [1.602, 4.008, -0.402], [-3.708, 0.994, 1.394], [-0.244, 2.707, 6.716], [-0.779, 4.142, 4.755], [3.663, 1.031, 2.507], [5.382, 2.968, -4.287], [2.147, -4.789, 5.654], [-3.385, 4.241, -2.305], [3.627, -2.892, -3.401], [3.227, 0.828, 0.087], [0.378, 0.357, 6.357], [-5.471, 2.650, 1.079], [-1.634, 2.572, -2.004], [0.767, -3.615, 1.002], [2.241, -6.467, 3.831], [1.712, 3.531, -2.099], [3.647, -3.430, 0.386]]}

***

Record 4
{"formula": "C33H28F12N4O6V", "method": "ωB97M-V with the def2-TZVPD basis set", "homo_energy_ev": [-4.87, -5.02], "charge": -1, "spin_multiplicity": 3, "species": ["V", "F", "F", "F", "F", "F", "F", "F", "F", "F", "F", "F", "F", "O", "O", "O", "O", "O", "O", "N", "N", "N", "N", "C", "C", "C", "C", "C", "C", "C", "C", "C", "C", "C", "C", "C", "C", "C", "C", "C", "C", "C", "C", "C", "C", "C", "C", "C", "C", "C", "C", "C", "C", "C", "C", "C", "H", "H", "H", "H", "H", "H", "H", "H", "H", "H", "H", "H", "H", "H", "H", "H", "H", "H", "H", "H", "H", "H", "H", "H", "H", "H", "H", "H"], "positions_angstrom": [[0.394, -0.324, -0.726], [2.262, 0.296, -4.414], [-0.187, -4.402, 0.802], [-0.057, -0.921, -5.139], [-0.933, 0.999, -5.573], [-1.753, -2.278, -2.482], [-1.874, -0.306, -4.149], [1.341, 2.150, -5.011], [-1.350, -3.218, 2.175], [-2.298, -4.663, 0.903], [-2.399, -4.162, -1.660], [-0.282, -3.740, -1.890], [2.174, 1.938, -3.036], [0.447, 5.946, 2.888], [-0.215, -1.918, 0.075], [2.018, -0.007, 0.176], [1.833, 4.468, 3.887], [3.863, 0.726, 1.179], [0.503, -0.321, -2.600], [-0.284, 0.518, 2.447], [-1.500, 0.325, -0.913], [-0.919, 1.505, 4.657], [1.356, 2.500, -0.534], [-1.406, -2.551, -0.116], [-1.458, -3.190, -1.558], [0.742, 4.588, 0.449], [-0.681, 0.117, -4.581], [2.818, 0.941, 0.607], [-3.789, -2.206, 0.569], [0.909, 0.864, 3.196], [0.134, 0.722, -3.406], [-1.418, 2.401, 3.552], [-1.725, 4.060, -2.937], [-1.027, -0.484, 3.196], [-0.898, 3.039, -3.392], [-5.080, -0.363, -0.124], [-1.554, 1.558, -1.592], [-3.940, 0.222, -0.643], [-1.524, 0.136, 4.536], [-2.320, 2.631, -1.106], [-0.776, 1.808, -2.755], [-1.791, 5.374, -3.671], [-2.652, -0.339, -0.506], [1.487, 1.294, -3.969], [-2.429, 3.840, -1.768], [0.715, 3.672, -0.589], [0.575, 1.386, 4.607], [-1.116, 1.688, 2.212], [-5.024, -1.571, 0.549], [2.235, 2.336, 0.446], [1.546, 4.327, 1.548], [-6.251, -2.224, 1.128], [2.428, 3.266, 1.462], [-2.629, -1.658, 0.032], [-1.327, -3.731, 0.927], [1.287, 5.030, 2.902], [-1.791, 5.215, -4.750], [-0.929, 6.002, -3.428], [-1.206, -0.432, 5.410], [-2.606, 0.259, 4.562], [1.017, 2.376, 4.789], [-3.757, -3.198, 0.995], [-6.978, -1.479, 1.452], [-6.743, -2.867, 0.393], [-2.690, 5.930, -3.405], [-2.858, 2.497, -0.181], [-6.033, 0.139, -0.257], [0.085, 5.447, 0.466], [-5.993, -2.845, 1.987], [-0.341, 3.218, -4.299], [1.571, -0.002, 3.234], [-3.054, 4.622, -1.352], [0.863, 0.704, 5.407], [-4.055, 1.138, -1.195], [3.092, 3.037, 2.286], [-1.878, -0.814, 2.600], [-1.180, 1.918, 5.546], [1.409, 1.641, 2.681], [-2.030, 1.362, 1.714], [-0.390, -1.349, 3.368], [0.087, 3.825, -1.448], [-0.896, 3.357, 3.650], [-0.591, 2.373, 1.543], [-2.484, 2.548, 3.721]]}

***

Record 5
{"formula": "C33H28F4N7O2Ti", "method": "ωB97M-V with the def2-TZVPD basis set", "homo_energy_ev": [-3.45, -4.93], "charge": -1, "spin_multiplicity": 3, "species": ["Ti", "F", "F", "F", "F", "O", "O", "N", "N", "N", "N", "N", "N", "N", "C", "C", "C", "C", "C", "C", "C", "C", "C", "C", "C", "C", "C", "C", "C", "C", "C", "C", "C", "C", "C", "C", "C", "C", "C", "C", "C", "C", "C", "C", "C", "C", "C", "H", "H", "H", "H", "H", "H", "H", "H", "H", "H", "H", "H", "H", "H", "H", "H", "H", "H", "H", "H", "H", "H", "H", "H", "H", "H", "H", "H"], "positions_angstrom": [[0.208, 0.843, -0.288], [1.310, 2.758, 0.577], [2.346, 5.192, 0.881], [-1.839, 7.099, -0.160], [-2.890, 4.737, -0.546], [1.604, 1.106, -1.496], [0.340, 1.001, 2.316], [-1.180, -0.314, -6.098], [1.361, -0.653, 0.585], [-0.934, -4.163, -3.802], [-0.771, -0.298, -1.697], [-1.266, 2.292, -0.069], [-2.248, -0.038, 1.182], [1.935, -1.561, -0.228], [2.125, 0.035, -2.126], [-0.845, 3.583, 0.039], [1.045, 5.089, 0.539], [3.717, -4.441, -3.898], [3.010, -0.802, -4.219], [0.505, 3.840, 0.369], [0.226, 2.119, 3.179], [-1.082, -0.890, -5.103], [0.281, 6.229, 0.381], [-1.918, -2.383, 0.286], [-0.934, -3.010, -3.837], [-1.040, 6.027, 0.036], [-3.040, 0.566, 0.104], [2.520, 0.222, -3.466], [3.132, -2.103, -3.659], [1.856, -2.573, 3.732], [3.332, -4.659, -2.562], [-2.707, 2.040, -0.107], [-2.510, -1.478, 1.351], [1.339, -1.679, 4.652], [2.860, -3.627, -1.796], [2.231, -1.229, -1.509], [0.841, -0.166, 2.858], [0.829, -0.459, 4.207], [-2.449, 0.652, 2.460], [-0.842, -0.875, -2.706], [1.878, -2.271, 2.376], [2.749, -2.320, -2.318], [1.368, -1.058, 1.906], [-1.594, 4.773, -0.140], [-3.858, 0.596, 3.056], [3.616, -3.185, -4.429], [-0.959, -1.593, -3.877], [2.395, 1.216, -3.878], [-0.146, 2.945, 2.581], [-2.831, 0.015, -0.810], [-3.908, 1.249, 3.929], [-4.620, 0.937, 2.353], [3.397, -5.654, -2.140], [2.259, -3.522, 4.065], [-2.372, -2.235, -0.689], [-1.746, 0.210, 3.173], [-0.484, 1.930, 3.988], [1.200, 2.371, 3.604], [3.895, -2.997, -5.459], [-3.162, 2.336, -1.059], [1.334, -1.911, 5.709], [0.693, 7.218, 0.499], [3.293, -0.640, -5.251], [-4.128, 0.485, 0.272], [2.550, -3.800, -0.775], [-2.086, -3.425, 0.567], [-2.154, 1.691, 2.328], [-3.594, -1.664, 1.426], [0.434, 0.251, 4.918], [2.302, -2.958, 1.659], [-3.200, 2.639, 0.663], [-4.125, -0.410, 3.381], [4.076, -5.263, -4.502], [-2.081, -1.761, 2.316], [-0.845, -2.226, 0.194]]}

***

Record 6
{"formula": "C33H28I2N7OSn", "method": "ωB97M-V with the def2-TZVPD basis set", "homo_energy_ev": -14.91, "charge": 3, "spin_multiplicity": 1, "species": ["I", "I", "Sn", "O", "N", "N", "N", "N", "N", "N", "N", "C", "C", "C", "C", "C", "C", "C", "C", "C", "C", "C", "C", "C", "C", "C", "C", "C", "C", "C", "C", "C", "C", "C", "C", "C", "C", "C", "C", "C", "C", "C", "C", "C", "H", "H", "H", "H", "H", "H", "H", "H", "H", "H", "H", "H", "H", "H", "H", "H", "H", "H", "H", "H", "H", "H", "H", "H", "H", "H", "H", "H"], "positions_angstrom": [[-5.357, 0.514, 4.565], [-4.172, 1.161, -1.283], [0.095, -0.233, -0.621], [-1.876, -0.830, -0.362], [-0.023, 0.071, -2.807], [0.230, -1.023, 1.647], [0.144, -2.501, -1.027], [2.209, -0.854, -1.115], [-0.563, 2.057, -1.170], [-0.672, 2.335, -2.375], [1.516, 1.126, 0.646], [-1.268, 4.959, 1.721], [-1.056, 5.361, 0.404], [-0.985, 2.668, 1.091], [-2.229, -0.920, 1.969], [0.587, 0.026, 2.601], [2.251, 2.084, 0.055], [2.935, 2.945, 2.161], [-0.994, -1.767, 2.054], [-3.013, -0.634, 3.073], [0.132, -0.938, -3.676], [3.714, -2.714, -0.375], [-0.074, -0.782, -5.035], [-4.497, 0.648, 1.682], [2.782, -4.931, -0.121], [-0.783, 3.083, -0.225], [2.178, 1.963, 2.770], [-0.921, -3.289, -1.097], [-0.654, 1.502, -4.618], [-4.166, 0.139, 2.933], [3.852, -4.079, -0.044], [-0.471, 0.461, -5.517], [-0.811, 4.430, -0.585], [1.357, -3.072, -0.772], [1.504, -4.444, -0.492], [-0.422, 1.255, -3.274], [-0.852, -4.678, -0.913], [1.471, 1.065, 1.979], [0.348, -5.251, -0.586], [2.978, 3.004, 0.770], [-2.596, -0.450, 0.695], [-1.235, 3.612, 2.069], [-3.710, 0.377, 0.570], [2.487, -2.225, -0.744], [4.825, -4.448, 0.249], [2.899, -5.984, 0.099], [2.240, 2.112, -1.030], [-1.414, 3.307, 3.090], [-5.382, 1.262, 1.586], [0.996, -1.694, 1.607], [-1.088, 6.411, 0.151], [-0.337, 0.509, 2.935], [0.426, -1.893, -3.264], [2.127, 1.884, 3.846], [0.069, -1.624, -5.696], [-2.760, -1.017, 4.053], [-0.981, 1.613, 1.338], [2.267, -0.769, -2.129], [3.493, 3.653, 2.757], [-0.654, 4.736, -1.610], [-1.863, -2.807, -1.296], [-1.079, -2.637, 1.403], [0.424, -6.316, -0.412], [-0.972, 2.487, -4.925], [4.583, -2.070, -0.355], [3.558, 3.754, 0.256], [-0.868, -2.131, 3.079], [2.918, -0.229, -0.736], [-1.750, -5.268, -1.015], [-0.641, 0.616, -6.574], [-1.466, 5.704, 2.478], [1.061, -0.395, 3.493]]}